1.
Molecular formula: C15H20N2O3
Method: DFT, ωB97M-V with the def2-TZVPD basis set

Values from the calculation:
Frontier orbital gap   9.35 eV
E_LUMO   0.54 eV
SMILES   CC(C)=C(NC(=O)c1ccccc1)C(=O)NCCCO
Relative energy (zero: lowest compared OMol25 entry of this formula, charge and spin)   79.9 kJ/mol
Energy   -918.845113 Ha
Strongest force on any atom   0.6 eV/A
E_HOMO   -8.80 eV

Cartesian coordinates (Å):
O -1.563 0.121 0.179
O 1.945 -2.038 3.643
O 1.039 -0.430 1.521
N 0.061 -2.292 0.689
N 0.212 0.567 -1.143
C -2.745 4.167 -0.141
C 0.894 -0.622 -0.840
C -1.271 2.872 -2.103
C 1.987 -3.191 2.856
C 0.656 -1.091 0.572
C -2.519 4.784 -1.360
C 2.550 -2.407 -1.365
C -2.238 2.903 0.097
C -1.790 4.132 -2.341
C -0.378 -2.798 1.973
C 1.738 -1.196 -1.703
C -1.485 2.252 -0.875
C 0.602 -3.803 2.587
C 1.963 -0.623 -3.076
C -0.972 0.892 -0.551
H 0.178 -4.144 3.532
H 2.431 -1.364 -3.719
H 2.490 -2.989 1.898
H -1.627 4.607 -3.298
H 2.429 -2.696 -0.326
H 3.605 -2.203 -1.548
H 2.262 -3.245 -2.000
H 2.622 0.245 -3.030
H -0.729 2.368 -2.891
H -0.484 -1.941 2.643
H -1.357 -3.265 1.848
H 0.668 1.233 -1.747
H 1.023 -0.315 -3.532
H -0.275 -2.747 -0.143
H -2.917 5.770 -1.551
H -3.321 4.669 0.622
H 2.593 -3.919 3.405
H -2.409 2.401 1.037
H 1.603 -1.309 3.092
H 0.722 -4.665 1.928

natural (NBO) atomic charge list, values in e, 4 entries: number 1, O, carries -0.602; number 2, O, carries -0.742; number 3, O, carries -0.653; number 4, N, carries -0.604

2.
Molecular formula: C40H40ClN2P2STm
Method: DFT, ωB97M-V with the def2-TZVPD basis set

Values from the calculation:
Frontier orbital gap (spin up / spin down)   7.03 / 7.05 eV
E_LUMO (spin up / spin down)   -6.73 / -6.71 eV
Relative energy (zero: lowest compared OMol25 entry of this formula, charge and spin)   0.0 kJ/mol
Energy   -4283.586605 Ha
Strongest force on any atom   2.2 eV/A
E_HOMO (spin up / spin down)   -13.76 / -13.76 eV
Net charge   +2
2S+1   3

Cartesian coordinates (Å):
Tm 0.726 -0.028 0.126
Cl 3.073 -0.090 -0.447
S -1.044 -0.118 1.869
P -0.082 -2.527 -0.837
P -0.105 2.458 -0.870
N 0.389 -1.203 3.917
N 0.809 1.080 3.522
C 2.580 -5.026 -2.693
C 0.230 -0.082 3.144
C 1.035 4.413 -2.551
C -1.701 -3.186 -1.325
C 1.046 -3.258 -2.058
C -1.792 3.171 -0.879
C -3.093 -4.496 -2.813
C 1.608 -4.520 -1.831
C 0.684 3.581 0.406
C 0.009 3.866 1.615
C -0.435 -4.923 2.502
C 1.807 -3.945 2.483
C 0.295 -3.566 0.631
C 1.661 4.892 -3.708
C 1.590 2.654 -4.652
C 2.077 4.651 2.590
C 1.017 0.286 5.870
C -1.830 -4.062 -2.412
C 2.780 4.274 1.438
C 0.803 -4.699 3.119
C 1.423 -2.507 -3.186
C 0.643 3.070 -2.436
C -2.867 2.450 -0.327
C -0.694 -4.330 1.266
C -4.118 -3.131 -1.077
C 2.372 -3.020 -4.073
C -2.042 4.414 -1.478
C -2.853 -2.698 -0.674
C 1.548 -3.369 1.237
C 0.938 2.189 -3.502
C -4.155 2.990 -0.309
C 0.938 1.484 4.946
C 0.686 4.475 2.675
C 0.304 -0.956 5.386
C 1.986 4.000 -4.737
C -4.385 4.255 -0.871
C 2.089 3.691 0.376
C -4.237 -4.017 -2.158
C -3.323 4.965 -1.447
C 2.980 -4.262 -3.799
H 0.780 1.845 2.837
H -0.933 -4.371 -2.949
H -5.389 4.682 -0.891
H 1.807 1.975 -5.488
H 0.123 2.214 5.234
H 0.135 4.791 3.575
H -3.164 -5.180 -3.664
H -4.985 2.420 0.111
H 3.869 4.396 1.379
H 2.313 -2.737 0.767
H 2.636 5.017 3.458
H 1.139 -1.865 3.575
H -2.751 -1.942 0.113
H 1.313 -5.083 -0.946
H 0.637 -1.863 5.913
H -5.012 -2.752 -0.573
H 2.660 -2.455 -4.968
H -1.214 -5.525 2.987
H -5.222 -4.316 -2.519
H 2.080 0.071 6.078
H 2.655 3.278 -0.466
H -1.232 4.928 -1.995
H -3.478 5.943 -1.914
H 0.574 0.552 6.824
H 3.773 -4.645 -4.448
H 0.673 1.125 -3.438
H -1.811 -0.236 -2.282
H -2.721 1.435 0.060
H 1.915 2.019 5.005
H 0.989 -1.512 -3.348
H 2.565 4.367 -5.594
H 3.018 -6.009 -2.475
H -1.048 3.600 1.723
H 0.863 5.097 -1.713
H 1.896 5.959 -3.773
H 2.785 -3.800 2.964
H -1.675 -4.420 0.810
H -0.781 -0.865 5.553
H -2.128 -0.334 -1.624
H 0.973 -5.099 4.127

Löwdin atomic charge list, values in e, 4 entries: number 1, Tm, carries 0.548; number 2, Cl, carries -0.060; number 3, S, carries 0.610; number 4, P, carries 0.964

3.
Molecular formula: C29H33N7OSe2Ti
Method: DFT, ωB97M-V with the def2-TZVPD basis set

Values from the calculation:
Frontier orbital gap (spin up / spin down)   5.87 / 6.87 eV
E_LUMO (spin up / spin down)   0.11 / -0.34 eV
Relative energy (zero: lowest compared OMol25 entry of this formula, charge and spin)   61.3 kJ/mol
Energy   -7235.789305 Ha
Strongest force on any atom   4.2 eV/A
E_HOMO (spin up / spin down)   -5.76 / -7.21 eV
2S+1   3

Cartesian coordinates (Å):
Se 3.475 -17.136 9.695
Se 5.423 -12.802 9.999
Ti 0.918 -17.308 9.955
O 0.348 -17.518 11.585
N 7.275 -14.791 10.826
N 7.430 -14.328 8.671
N -0.423 -16.903 8.487
N 0.512 -19.182 9.117
N 1.013 -13.026 10.464
N 0.641 -15.230 9.786
N -0.817 -15.687 8.089
C -1.112 -11.597 7.133
C 0.302 -12.484 9.385
C -0.717 -20.438 7.388
C -1.015 -17.941 7.856
C -0.512 -10.640 7.994
C 4.261 -19.708 9.038
C 0.664 -18.171 12.894
C 0.124 -17.225 13.993
C -0.199 -14.791 8.800
C 8.447 -15.212 9.003
C -0.108 -19.520 12.960
C 6.000 -21.161 10.017
C 1.093 -20.336 9.482
C 6.721 -14.042 9.824
C 0.217 -11.104 9.112
C 6.799 -14.727 12.172
C 1.205 -14.351 10.638
C -0.008 -21.547 7.710
C 4.908 -20.942 9.153
C -0.325 -13.364 8.529
C 8.339 -15.547 10.307
C 7.250 -13.713 7.388
C 0.914 -21.475 8.764
C 6.365 -20.104 10.832
C 4.570 -18.709 9.967
C -1.047 -12.931 7.430
C 5.635 -18.872 10.881
C -0.451 -19.210 8.138
C 2.178 -18.302 12.995
H 0.752 -16.310 13.991
H 2.538 -18.962 12.168
H 0.761 -10.372 9.750
H 8.182 -13.224 7.079
H 6.557 -22.091 9.938
H 5.941 -18.025 11.485
H 3.504 -19.528 8.249
H -0.072 -22.473 7.148
H 8.976 -15.721 8.222
H 6.491 -12.919 7.506
H -0.945 -17.084 13.826
H 1.718 -20.266 10.392
H 2.673 -17.310 13.006
H 0.180 -19.911 13.960
H 6.963 -14.472 6.619
H 0.299 -17.676 14.952
H -1.542 -13.693 6.824
H -0.555 -9.567 7.757
H 0.199 -20.247 12.142
H 5.697 -14.499 12.163
H 7.199 -20.250 11.512
H -1.199 -19.299 12.796
H 2.447 -18.789 13.942
H -1.501 -20.375 6.639
H 1.848 -14.729 11.420
H -1.900 -17.737 7.241
H 7.255 -13.899 12.745
H -1.593 -11.249 6.218
H 7.063 -15.610 12.768
H 4.561 -21.738 8.472
H 1.602 -12.355 10.939
H 8.863 -16.231 10.936
H 1.547 -22.325 8.960

Löwdin atomic charge list, values in e, 4 entries: number 1, Se, carries 0.605; number 2, Se, carries 0.564; number 3, Ti, carries 0.650; number 4, O, carries -0.324

4.
Molecular formula: C3H5N3O
Method: DFT, ωB97M-V with the def2-TZVPD basis set

Values from the calculation:
Frontier orbital gap   9.60 eV
E_LUMO   0.77 eV
SMILES   Cc1n[nH]c(=O)[nH]1
Relative energy (zero: lowest compared OMol25 entry of this formula, charge and spin)   25.0 kJ/mol
Energy   -356.847869 Ha
Strongest force on any atom   0.4 eV/A
E_HOMO   -8.83 eV

Cartesian coordinates (Å):
O -2.763 0.953 -0.607
N -0.415 0.757 -0.490
N -1.570 -0.757 0.475
N -0.258 -1.098 0.691
C 0.419 -0.170 0.096
C -1.743 0.394 -0.255
C 1.906 -0.084 0.071
H 2.323 -1.036 0.405
H 2.262 0.708 0.739
H 2.278 0.129 -0.937
H -2.308 -1.322 0.858
H -0.152 1.564 -1.035

natural (NBO) atomic charge list, values in e, 4 entries: number 1, O, carries -0.636; number 2, N, carries -0.611; number 3, N, carries -0.448; number 4, N, carries -0.278

5.
Molecular formula: C4H34N2O12
Method: DFT, ωB97M-V with the def2-TZVPD basis set

Values from the calculation:
Frontier orbital gap   8.13 eV
E_LUMO   -0.45 eV
SMILES   CN[C@@H](CN)CO.O.O.O.O.O.O.O.O.O.O.O
Relative energy (zero: lowest compared OMol25 entry of this formula, charge and spin)   471.8 kJ/mol
Energy   -1185.065792 Ha
Strongest force on any atom   4.8 eV/A
E_HOMO   -8.58 eV

Cartesian coordinates (Å):
O -1.184 1.094 -3.942
O -1.689 0.071 -0.234
O -0.125 -4.311 1.366
O 0.557 -0.326 -2.068
O -1.182 3.457 0.512
O -1.646 0.180 3.149
O -3.249 2.510 2.401
O -0.317 -2.115 4.075
O -3.095 -1.248 1.500
O 1.444 -2.384 -3.718
O -0.265 -1.739 1.450
O -2.337 -1.916 -1.752
N 0.855 2.835 -2.027
N 3.640 0.720 -0.396
C 2.148 0.960 -0.682
C 1.776 -0.428 -1.277
C 3.839 0.550 1.069
C 2.061 2.108 -1.688
H 0.817 -1.764 -3.333
H -1.116 -1.329 1.122
H -0.941 -4.076 1.841
H -0.763 0.558 -3.261
H 3.290 -0.363 1.364
H -0.875 0.421 2.626
H -1.144 -2.595 3.967
H -2.966 2.107 1.574
H 1.364 -3.309 -3.479
H -2.055 0.766 -4.186
H -2.465 -0.048 0.304
H 2.895 2.071 -2.412
H 2.464 -0.721 -2.135
H 0.328 -3.431 1.472
H -1.632 -2.525 -2.008
H -3.855 -1.857 1.457
H -0.215 -0.348 -1.489
H 1.494 1.035 0.191
H 3.686 1.423 1.700
H 0.022 -1.839 0.514
H -3.337 -0.801 2.332
H 1.778 -1.133 -0.443
H 3.962 1.625 -0.746
H -1.249 4.234 -0.056
H -2.616 2.155 3.041
H -2.057 3.411 0.894
H -0.272 -1.602 3.254
H 0.861 3.172 -2.979
H -1.360 -0.404 3.892
H -1.839 -1.242 -1.248
H 2.656 2.920 -1.087
H 0.022 2.430 -1.609
H 4.943 0.345 1.054
H -1.059 0.695 0.136

natural (NBO) atomic charge list, values in e, 4 entries: number 1, O, carries -0.965; number 2, O, carries -0.996; number 3, O, carries -0.942; number 4, O, carries -0.785

6.
Molecular formula: C40H108BF5N6O20
Method: DFT, ωB97M-V with the def2-TZVPD basis set

Values from the calculation:
Frontier orbital gap   7.82 eV
E_LUMO   0.12 eV
Relative energy (zero: lowest compared OMol25 entry of this formula, charge and spin)   41.3 kJ/mol
Energy   -3946.073091 Ha
Strongest force on any atom   2.8 eV/A
E_HOMO   -7.69 eV

Cartesian coordinates (Å):
F 1.753 -0.222 2.416
F -1.188 -1.711 3.542
F -0.008 0.751 3.352
F 1.046 -0.820 4.339
F 0.547 -2.605 2.672
O 5.993 0.030 -0.708
O -9.507 1.933 -1.030
O -2.204 3.105 -0.104
O -8.118 -5.664 1.239
O -0.766 1.808 -2.045
O 3.471 3.825 -2.591
O -4.043 -2.270 -5.984
O 2.577 -6.631 1.557
O 5.606 5.809 0.044
O 10.251 1.964 -1.395
O -2.341 0.349 2.048
O 4.031 -2.085 -3.891
O 8.482 6.123 0.702
O 11.286 1.079 1.677
O 1.400 4.694 -4.811
O -5.972 -8.981 1.881
O -2.155 0.136 -1.877
O 1.481 0.760 6.891
O -3.365 -2.662 -2.831
O -1.007 2.844 1.898
N 3.636 1.597 1.161
N 2.767 3.686 0.512
N 0.559 0.633 0.088
N -0.908 -1.482 1.260
N 0.625 0.094 -4.130
N 1.827 2.532 2.332
C -4.827 -5.900 0.639
C -1.686 -3.926 1.887
C 12.561 1.706 1.707
C -0.880 0.881 0.127
C -4.506 0.963 0.838
C -4.043 -4.857 1.461
C -0.120 -1.743 0.000
C 8.907 5.154 1.651
C 5.318 -1.473 -3.870
C 0.934 -0.677 -0.401
C 0.635 -0.364 3.097
C -5.730 0.085 0.527
C 5.123 7.132 0.270
C 4.284 3.447 -3.696
C 7.139 0.356 0.077
C -8.593 -4.934 2.365
C 3.678 -6.281 2.395
C 1.486 1.717 -0.121
C 1.672 -3.533 0.152
C -1.690 -0.157 0.940
C -4.890 -1.213 -6.413
C -5.425 2.755 -1.286
C 1.162 -0.952 -1.914
C -6.807 3.909 0.441
C -2.538 -5.019 1.218
C 0.313 3.924 -5.341
C -5.424 3.317 0.139
C 1.495 0.161 -2.941
C -10.601 2.662 -0.485
C -3.762 0.305 2.030
C -5.351 -9.809 2.862
C -0.268 -1.544 2.584
C 0.463 1.575 7.459
C -4.778 -2.509 -2.730
C -5.005 2.338 1.268
C 9.946 3.333 -1.686
C -2.031 -2.533 1.324
C 2.363 2.341 1.022
C 0.459 -3.122 -0.175
C -1.335 0.944 -1.378
B -1.332 2.341 0.664
H -9.268 -4.163 2.001
H -4.178 -0.697 2.165
H 2.494 0.003 -3.338
H -0.211 -3.874 -0.573
H -2.475 -2.669 0.345
H -4.282 -9.616 2.831
H -4.204 -6.196 -0.199
H 3.601 -1.807 -4.704
H -1.959 -3.980 2.938
H -2.834 -2.152 1.933
H -7.448 3.077 0.721
H 13.180 1.371 0.869
H -6.740 4.578 1.295
H -5.186 -1.415 -7.440
H -4.538 2.193 -1.551
H 1.103 0.315 6.128
H 10.803 3.969 -1.454
H -5.513 -0.705 -0.187
H 0.471 3.721 -6.403
H 3.673 2.952 -4.453
H 4.332 -5.624 1.827
H 1.977 -1.666 -1.985
H 4.183 1.855 0.345
H -1.794 3.964 -0.249
H -6.508 0.716 0.114
H 5.977 7.771 0.483
H -5.255 -3.339 -3.243
H 2.003 -7.212 2.062
H 0.884 2.082 8.323
H -4.725 4.146 0.141
H -5.727 -9.578 3.861
H -3.839 0.986 -0.017
H -9.810 1.511 -1.838
H -5.062 -6.803 1.193
H 7.753 1.042 -0.501
H -5.454 3.608 -1.963
H 1.432 5.524 -5.292
H 9.103 3.635 -1.073
H -10.943 3.431 -1.183
H 4.607 7.511 -0.615
H 5.052 2.758 -3.353
H 3.072 3.578 -0.455
H -4.366 -0.254 -6.376
H -2.266 -5.114 0.169
H -2.247 -5.951 1.700
H 5.816 -1.773 -2.953
H -6.145 -0.307 1.453
H 5.913 -1.803 -4.726
H 5.456 -0.577 -0.190
H -4.339 -3.865 1.142
H 1.894 4.206 0.456
H 2.276 1.315 -0.753
H 2.801 4.432 -2.928
H 9.680 3.444 -2.739
H -2.463 -0.489 0.250
H 0.117 2.324 6.741
H -0.868 -1.643 -0.781
H 9.983 5.252 1.781
H 10.863 1.331 0.849
H -5.086 -1.570 -3.201
H -0.327 0.272 -3.815
H -5.822 2.264 1.985
H 4.764 4.329 -4.127
H -0.387 0.967 7.784
H 6.837 0.839 1.011
H 2.317 2.044 3.059
H 8.677 4.148 1.286
H 1.094 2.521 -0.738
H -9.138 -5.587 3.052
H 4.110 2.052 1.934
H 0.597 -0.868 -4.450
H -2.973 -1.914 -2.374
H -6.916 -9.157 1.910
H -10.258 3.142 0.428
H 5.221 -0.384 -3.883
H 7.721 -0.542 0.299
H -0.653 -4.239 1.818
H -7.519 -6.342 1.564
H -0.633 4.454 -5.209
H -7.765 -4.459 2.898
H 3.335 -5.756 3.290
H -6.345 2.211 -1.481
H -4.190 -4.991 2.528
H 0.272 2.982 -4.800
H 0.344 -1.501 -2.375
H -5.708 -5.418 0.238
H -3.786 -2.080 -5.075
H 1.447 1.193 -2.626
H 12.461 2.795 1.669
H 8.413 5.313 2.614
H -4.080 0.828 2.926
H 13.048 1.429 2.638
H -0.812 3.784 1.880
H -5.528 -10.865 2.645
H 1.620 3.481 2.577
H 10.996 1.713 -1.948
H -5.096 -2.507 -1.689
H 4.238 -7.171 2.691
H -5.789 -1.155 -5.790
H 1.870 -4.551 0.458
H 4.841 5.255 -0.143
H 2.520 -2.864 0.107
H -7.206 4.447 -0.411
H 7.529 6.021 0.593
H -11.433 1.995 -0.246
H -4.191 2.820 1.808
H 1.861 -0.915 0.116
H 4.440 7.152 1.123

Löwdin atomic charge list, values in e, 4 entries: number 1, F, carries 0.189; number 2, F, carries 0.176; number 3, F, carries 0.207; number 4, F, carries 0.116

7.
Molecular formula: C11H14N6O
Method: DFT, ωB97M-V with the def2-TZVPD basis set

Values from the calculation:
Frontier orbital gap   9.63 eV
E_LUMO   0.51 eV
SMILES   C=CCOc1cccc(CNn2nnnc2N)c1
Relative energy (zero: lowest compared OMol25 entry of this formula, charge and spin)   0.0 kJ/mol
Energy   -831.251208 Ha
Strongest force on any atom   1.7 eV/A
E_HOMO   -9.12 eV

Cartesian coordinates (Å):
O -0.528 -1.788 2.159
N 0.813 0.973 -2.372
N -0.563 2.676 -3.334
N -2.525 1.846 -3.036
N -0.415 1.495 -2.710
N -1.923 -0.234 -1.975
N -1.798 2.855 -3.510
C -1.531 0.304 1.905
C 1.302 1.465 -1.080
C -0.504 -0.574 1.548
C 2.981 -2.609 1.754
C 1.849 -2.299 2.357
C 0.359 1.098 0.037
C -1.602 1.559 1.341
C 0.491 -2.728 1.879
C -0.660 1.963 0.405
C 0.433 -0.173 0.602
C -1.671 0.993 -2.515
H 1.399 2.549 -1.173
H 3.002 -3.192 0.847
H -0.719 2.948 -0.034
H 2.290 1.028 -0.934
H 0.748 -0.044 -2.383
H -1.371 -0.473 -1.161
H -2.910 -0.398 -1.845
H 1.839 -1.715 3.268
H 0.180 -3.621 2.433
H 0.511 -2.978 0.809
H 1.241 -0.827 0.311
H -2.397 2.231 1.625
H -2.254 -0.026 2.633
H 3.935 -2.304 2.148

natural (NBO) atomic charge list, values in e, 4 entries: number 1, O, carries -0.504; number 2, N, carries -0.411; number 3, N, carries -0.076; number 4, N, carries -0.359

8.
Molecular formula: C5H13NOS
Method: DFT, ωB97M-V with the def2-TZVPD basis set

Values from the calculation:
Frontier orbital gap   7.03 eV
E_LUMO   -1.32 eV
Relative energy (zero: lowest compared OMol25 entry of this formula, charge and spin)   421.1 kJ/mol
Energy   -726.340718 Ha
Strongest force on any atom   3.8 eV/A
E_HOMO   -8.35 eV

Cartesian coordinates (Å):
S -0.002 0.700 -2.939
O -1.313 -0.019 3.734
N 0.540 0.412 0.580
C 0.418 -1.421 -1.001
C -0.562 -0.713 -1.988
C 0.505 -0.005 1.957
C -0.744 0.624 2.589
C 1.298 -0.436 -0.340
H -1.543 0.714 1.823
H 1.427 0.349 2.443
H 2.120 -0.805 0.308
H -0.456 1.660 2.774
H -1.380 -0.333 -1.376
H 1.777 0.288 -1.047
H -1.621 -0.855 3.373
H -0.840 -1.513 -2.725
H 0.479 -1.096 2.119
H -0.276 2.123 -1.440
H 0.252 1.333 0.289
H -0.178 -2.051 -0.330
H 1.077 -2.170 -1.520

natural (NBO) atomic charge list, values in e, 4 entries: number 1, S, carries 0.048; number 2, O, carries -0.703; number 3, N, carries -0.689; number 4, C, carries -0.423